[1]
Molecular formula: C5H8O
Method: DFT, ωB97M-V/def2-TZVPD

CARTESIAN COORDINATES (ANGSTROEM)
O  -2.24  -0.33  1.56
C  -1.69  -0.52  0.50
C  -0.20  -0.72  0.33
C  0.66  0.44  0.91
C  0.94  0.92  -0.54
C  0.28  -0.37  -1.09
H  -2.27  -0.52  -0.45
H  0.05  -1.72  0.71
H  0.11  1.13  1.56
H  1.55  0.10  1.44
H  0.40  1.83  -0.81
H  2.00  1.06  -0.80
H  -0.55  -0.20  -1.79
H  0.96  -1.09  -1.54

Values from the calculation:
**HOMO level**: -9.80 eV
**Structure (SMILES)**: O=CC1CCC1
**Spin multiplicity**: 1
**Kohn-Sham gap**: 10.73 eV
**Charge**: 0

---

[2]
Molecular formula: C3H9NO2
Method: DFT, ωB97M-V/def2-TZVPD

CARTESIAN COORDINATES (ANGSTROEM)
C  0.39  2.65  1.78
C  0.08  2.18  0.38
O  -0.20  2.94  -0.56
O  0.38  0.90  0.15
H  1.31  2.09  2.06
H  -0.17  2.12  2.56
H  0.65  3.58  1.88
H  0.22  0.40  -0.85
C  -0.25  -2.60  -1.58
N  -0.54  -1.69  -0.44
H  -0.29  -3.76  -1.38
H  0.64  -2.29  -2.31
H  -1.30  -2.66  -2.10
H  -1.18  -2.23  0.17
H  0.25  -1.63  0.23

Values from the calculation:
**HOMO level**: -9.83 eV
**Structure (SMILES)**: CC(=O)O.CN
**Spin multiplicity**: 1
**Kohn-Sham gap**: 10.48 eV
**Charge**: 0

---

[3]
Molecular formula: C30H60O12
Method: DFT, ωB97M-V/def2-TZVPD

CARTESIAN COORDINATES (ANGSTROEM)
C  26.17  -10.44  -17.64
O  25.77  -10.72  -16.30
C  26.32  -9.95  -15.36
O  27.07  -9.06  -15.56
O  25.93  -10.28  -14.15
C  25.04  -11.38  -13.94
H  27.22  -10.18  -17.70
H  25.56  -9.63  -18.06
H  25.98  -11.34  -18.22
H  25.01  -11.57  -12.87
H  25.34  -12.26  -14.51
H  24.05  -11.12  -14.31
C  22.32  -8.42  -15.43
C  22.27  -7.03  -16.04
C  21.76  -6.94  -17.46
O  22.54  -6.01  -15.45
H  21.33  -8.85  -15.56
H  22.56  -8.37  -14.38
H  23.08  -9.02  -15.95
H  21.95  -7.87  -18.01
H  22.27  -6.13  -17.97
H  20.68  -6.78  -17.44
C  25.60  -5.09  -14.44
C  25.11  -3.75  -13.95
C  25.66  -2.49  -14.65
O  24.36  -3.63  -13.02
H  26.26  -5.58  -13.71
H  26.28  -4.99  -15.29
H  24.82  -5.79  -14.71
H  24.87  -1.74  -14.72
H  26.09  -2.69  -15.62
H  26.42  -2.11  -13.96
C  27.47  -9.54  -11.16
C  27.23  -9.01  -9.77
C  26.59  -7.65  -9.65
O  27.55  -9.64  -8.81
H  28.42  -10.08  -11.19
H  27.36  -8.75  -11.90
H  26.68  -10.28  -11.35
H  26.82  -7.15  -8.71
H  25.50  -7.78  -9.65
H  26.84  -7.04  -10.51
C  22.23  -4.33  -9.22
C  22.99  -5.30  -8.35
C  23.44  -4.82  -7.00
O  23.19  -6.43  -8.71
H  22.44  -4.46  -10.28
H  22.47  -3.29  -8.97
H  21.16  -4.44  -9.03
H  23.99  -3.87  -7.09
H  24.06  -5.55  -6.49
H  22.59  -4.61  -6.35
C  18.99  -6.99  -9.24
C  17.55  -6.52  -9.17
C  17.04  -6.07  -7.83
O  16.84  -6.60  -10.12
H  19.34  -6.97  -10.27
H  18.94  -8.06  -8.99
H  19.64  -6.49  -8.53
H  16.91  -6.97  -7.20
H  16.11  -5.52  -7.89
H  17.79  -5.49  -7.29
C  25.77  -12.34  -8.64
C  24.60  -13.24  -8.94
C  23.71  -12.82  -10.09
O  24.38  -14.26  -8.32
H  26.58  -12.54  -9.34
H  26.11  -12.59  -7.63
H  25.46  -11.30  -8.66
H  23.55  -11.74  -10.08
H  22.74  -13.31  -10.00
H  24.19  -13.11  -11.03
C  23.05  -7.34  -11.64
C  23.11  -8.83  -11.42
C  21.87  -9.44  -10.88
O  24.11  -9.48  -11.68
H  23.01  -7.13  -12.71
H  23.92  -6.86  -11.21
H  22.14  -6.93  -11.19
H  21.82  -9.14  -9.82
H  21.86  -10.53  -10.90
H  21.05  -8.96  -11.40
C  21.16  -10.34  -7.11
C  22.49  -9.84  -6.63
C  22.47  -8.49  -5.96
O  23.49  -10.48  -6.78
H  20.66  -9.55  -7.68
H  20.52  -10.53  -6.24
H  21.26  -11.26  -7.68
H  21.80  -8.57  -5.09
H  22.13  -7.72  -6.66
H  23.45  -8.20  -5.57
C  18.20  -9.89  -12.11
C  19.25  -9.89  -13.19
C  19.73  -11.21  -13.71
O  19.66  -8.85  -13.66
H  17.88  -8.87  -11.98
H  18.59  -10.32  -11.19
H  17.41  -10.53  -12.52
H  20.62  -11.09  -14.32
H  18.94  -11.72  -14.27
H  19.95  -11.87  -12.86

Values from the calculation:
**HOMO level**: -8.93 eV
**Structure (SMILES)**: COC(=O)OC.CC(C)=O.CC(C)=O.CC(C)=O.CC(C)=O.CC(C)=O.CC(C)=O.CC(C)=O.CC(C)=O.CC(C)=O
**Spin multiplicity**: 1
**Kohn-Sham gap**: 9.17 eV
**Charge**: 0

---

[4]
Molecular formula: C21H36N6OPRu
Method: DFT, ωB97M-V/def2-TZVPD

CARTESIAN COORDINATES (ANGSTROEM)
Ru  0.11  0.14  0.54
O  -2.18  0.22  0.40
C  -2.87  -0.98  0.05
C  -1.89  -1.99  -0.46
C  -2.37  -3.22  -0.90
C  -1.48  -4.16  -1.37
C  -0.13  -3.85  -1.40
C  0.27  -2.61  -0.96
N  -0.58  -1.67  -0.50
H  -2.81  0.91  0.66
H  -3.62  -0.77  -0.72
H  -3.38  -1.38  0.93
H  -3.43  -3.42  -0.86
H  -1.83  -5.13  -1.71
H  0.61  -4.55  -1.76
H  1.31  -2.33  -0.96
C  4.74  1.20  -1.97
N  3.82  2.31  -1.79
C  3.02  2.49  -3.01
N  2.31  1.28  -3.42
C  3.26  0.18  -3.55
N  4.06  -0.05  -2.34
C  3.25  -0.56  -1.25
P  1.88  0.65  -0.80
C  2.96  2.13  -0.61
C  1.22  0.94  -2.50
H  5.31  1.05  -1.06
H  5.43  1.46  -2.78
H  3.70  2.76  -3.81
H  2.31  3.30  -2.87
H  3.95  0.43  -4.36
H  2.74  -0.73  -3.82
H  3.93  -0.74  -0.41
H  2.85  -1.52  -1.56
H  3.58  2.04  0.29
H  2.34  3.02  -0.50
H  0.49  1.75  -2.47
H  0.70  0.05  -2.85
C  0.36  4.33  0.25
C  0.63  3.33  1.38
C  0.29  3.97  2.73
C  -0.22  2.08  1.20
H  1.00  5.21  0.35
H  -0.67  4.67  0.30
H  0.51  3.92  -0.75
H  1.68  3.05  1.41
H  -0.77  4.20  2.80
H  0.84  4.90  2.85
H  0.56  3.31  3.56
H  -1.16  2.31  0.68
H  -0.50  1.66  2.19
C  4.15  -2.16  3.46
C  2.78  -1.67  3.18
C  1.62  -1.69  3.94
C  0.62  -1.12  3.16
N  1.13  -0.76  1.97
N  2.45  -1.11  2.01
C  -0.81  -0.94  3.51
H  4.25  -2.40  4.52
H  4.90  -1.40  3.22
H  4.37  -3.06  2.89
H  1.52  -2.07  4.94
H  3.03  -0.94  1.22
H  -0.91  -0.35  4.43
H  -1.27  -1.91  3.70
H  -1.39  -0.44  2.73

Values from the calculation:
**HOMO level (spin up / spin down)**: -13.80 / -13.79 eV
**Spin multiplicity**: 2
**Kohn-Sham gap (spin up / spin down)**: 7.13 / 6.53 eV
**Charge**: +2
**<S²>**: 0.76

---

[5]
Molecular formula: C2HClO2S
Method: DFT, ωB97M-V/def2-TZVPD

CARTESIAN COORDINATES (ANGSTROEM)
C  1.40  -0.08  -0.05
C  2.58  -0.31  -0.16
O  -1.83  0.95  -1.22
O  -2.06  1.07  1.24
S  -1.54  0.41  0.08
Cl  -2.18  -1.64  0.07
H  3.62  -0.41  0.03

Values from the calculation:
**HOMO level (spin up / spin down)**: -10.67 / -10.66 eV
**Spin multiplicity**: 1
**Kohn-Sham gap (spin up / spin down)**: 6.02 / 6.02 eV
**Charge**: 0

---

[6]
Molecular formula: C3H3N5
Method: DFT, ωB97M-V/def2-TZVPD

CARTESIAN COORDINATES (ANGSTROEM)
H  -2.15  -0.88  1.16
N  -2.32  0.10  0.68
C  -1.23  -0.06  -0.04
C  -0.56  1.15  -0.51
C  0.76  1.45  -0.22
N  1.68  0.52  0.52
N  1.55  -0.66  0.55
N  0.76  -1.37  -0.47
N  -0.47  -1.30  -0.58
H  -0.97  2.02  -1.25
H  0.96  2.64  -0.24

Values from the calculation:
**HOMO level**: -9.14 eV
**Structure (SMILES)**: [H]/N=c1/ccnnnn1
**Spin multiplicity**: 1
**Kohn-Sham gap**: 8.28 eV
**Charge**: 0

---

[7]
Molecular formula: C31H41N3O5PtS2Te
Method: DFT, ωB97M-V/def2-TZVPD

CARTESIAN COORDINATES (ANGSTROEM)
Pt  0.45  -0.10  -0.38
C  1.68  -1.15  -3.09
C  1.44  0.34  -3.33
N  1.50  1.15  -2.10
C  2.80  1.67  -1.70
C  3.73  0.58  -1.17
S  2.93  -0.39  0.15
C  3.03  -2.10  -0.49
C  1.74  -2.66  -1.12
N  0.99  -1.65  -1.89
H  2.74  -1.35  -2.97
H  1.36  -1.71  -3.97
H  0.44  0.48  -3.76
H  2.16  0.69  -4.07
H  0.81  1.89  -2.15
H  2.62  2.41  -0.92
H  3.30  2.18  -2.53
H  4.62  1.04  -0.74
H  4.06  -0.09  -1.96
H  3.30  -2.72  0.36
H  3.87  -2.12  -1.18
H  1.08  -3.01  -0.33
H  2.01  -3.51  -1.75
H  0.07  -2.02  -2.10
O  -1.35  -0.21  2.00
S  -0.91  -1.50  1.48
O  -1.33  -2.64  2.23
O  0.63  -1.43  1.37
O  -1.27  -1.58  0.00
C  -2.35  8.71  3.27
C  -2.08  7.27  2.95
C  -3.04  6.48  2.33
C  -2.82  5.14  2.05
C  -3.92  4.37  1.38
C  -1.59  4.58  2.40
Te  -1.15  2.53  2.07
N  -1.04  1.22  -1.11
C  -2.36  1.02  -0.86
O  -2.96  1.63  0.03
C  -3.09  0.10  -1.79
C  -4.33  -0.38  -1.40
C  -5.02  -1.26  -2.22
C  -4.47  -1.66  -3.43
C  -3.23  -1.17  -3.83
C  -2.54  -0.29  -3.00
C  -0.94  1.94  4.07
C  0.26  1.31  4.44
C  1.40  1.05  3.50
C  0.40  0.91  5.76
C  -0.61  1.07  6.69
C  -0.45  0.58  8.10
C  -1.81  1.65  6.28
C  -2.00  2.08  4.98
C  -3.34  2.65  4.58
C  -0.59  5.36  3.01
C  0.76  4.82  3.41
C  -0.86  6.69  3.28
H  -3.29  9.05  2.85
H  -1.55  9.35  2.89
H  -2.40  8.87  4.35
H  -4.00  6.92  2.07
H  -4.88  4.58  1.85
H  -3.77  3.29  1.39
H  -4.00  4.66  0.33
H  -4.74  -0.06  -0.45
H  -5.98  -1.65  -1.91
H  -5.01  -2.35  -4.06
H  -2.81  -1.46  -4.78
H  -1.59  0.11  -3.32
H  1.11  1.10  2.45
H  1.79  0.04  3.66
H  2.22  1.75  3.66
H  1.33  0.43  6.06
H  0.59  0.43  8.35
H  -0.98  -0.36  8.24
H  -0.88  1.30  8.81
H  -2.62  1.75  6.99
H  -4.04  2.59  5.41
H  -3.77  2.09  3.75
H  -3.25  3.69  4.29
H  1.02  3.88  2.93
H  0.81  4.66  4.49
H  1.54  5.54  3.15
H  -0.09  7.30  3.75

Values from the calculation:
**HOMO level (spin up / spin down)**: -10.80 / -11.11 eV
**Spin multiplicity**: 6
**Kohn-Sham gap (spin up / spin down)**: 8.54 / 6.25 eV
**Charge**: +1
**<S²>**: 8.77

---

[8]
Molecular formula: C3H14NO2S2
Method: DFT, ωB97M-V/def2-TZVPD

CARTESIAN COORDINATES (ANGSTROEM)
N  2.46  -0.74  0.54
C  1.12  -1.50  0.60
C  0.09  -0.55  1.11
S  -0.39  0.66  -0.19
S  -1.34  -0.41  -1.63
C  -2.89  -0.38  -0.64
H  2.39  -0.21  -0.35
H  3.18  -1.47  0.46
H  2.62  -0.03  1.27
H  1.24  -2.25  1.39
H  0.94  -2.14  -0.32
H  -0.84  -1.03  1.45
H  0.44  0.01  2.02
H  -3.00  -1.15  0.09
H  -3.88  -0.37  -1.13
H  -2.93  0.63  -0.21
H  3.44  0.49  -2.70
H  2.43  1.54  -2.28
O  3.16  1.01  -1.94
H  -1.43  2.14  3.05
H  -1.47  1.20  4.34
O  -0.94  1.53  3.61

Values from the calculation:
**HOMO level**: -12.53 eV
**Spin multiplicity**: 1
**Kohn-Sham gap**: 9.40 eV
**Charge**: +1

---

[9]
Molecular formula: C10H9NOS
Method: DFT, ωB97M-V/def2-TZVPD

CARTESIAN COORDINATES (ANGSTROEM)
C  -0.56  -0.69  2.83
C  0.19  -1.72  2.26
C  0.59  -1.58  0.91
C  0.02  -0.54  0.14
C  -0.77  0.46  0.70
C  -0.94  0.40  2.07
C  -1.51  1.33  -0.31
C  -0.81  0.85  -1.54
S  -0.64  1.30  -3.20
C  0.56  -0.04  -3.31
N  0.67  -0.76  -2.27
C  -0.04  -0.24  -1.27
H  -0.66  -0.88  3.89
H  0.52  -2.45  2.83
H  1.20  -2.24  0.33
H  -1.49  1.16  2.66
H  -2.48  1.00  -0.42
H  -1.53  2.31  -0.08
H  1.06  -0.09  -4.27
O  2.40  1.05  -0.83
H  2.01  0.34  -1.20
H  2.20  1.05  0.10

Values from the calculation:
**HOMO level**: -8.34 eV
**Structure (SMILES)**: c1ccc2c(c1)Cc1scnc1-2.O
**Spin multiplicity**: 1
**Kohn-Sham gap**: 8.92 eV
**Charge**: 0

---

[10]
Molecular formula: C8H11NO2P
Method: DFT, ωB97M-V/def2-TZVPD

CARTESIAN COORDINATES (ANGSTROEM)
C  -2.81  -1.41  0.50
N  -1.88  -0.66  -0.44
C  -1.32  0.61  -0.11
P  -1.97  1.86  -1.44
O  -2.78  0.92  -2.23
C  0.26  0.61  0.10
C  0.86  0.96  1.26
C  2.28  0.76  1.43
C  3.03  0.29  0.33
O  4.38  0.11  0.53
C  2.32  0.02  -0.90
C  0.93  0.09  -0.99
H  -2.94  -2.34  0.03
H  -2.31  -1.51  1.45
H  -3.68  -0.78  0.53
H  -2.32  -0.52  -1.33
H  -1.03  -1.35  -0.67
H  -1.88  1.12  0.98
H  0.21  1.28  2.12
H  2.80  0.99  2.28
H  4.59  -0.73  0.07
H  2.99  -0.32  -1.68
H  0.28  -0.01  -1.81

Values from the calculation:
**HOMO level**: -12.52 eV
**Structure (SMILES)**: C[NH2+][C@H](P=O)c1ccc(O)cc1
**Spin multiplicity**: 1
**Kohn-Sham gap**: 7.53 eV
**Charge**: +1

---

[11]
Molecular formula: C7H17O9Sr
Method: DFT, ωB97M-V/def2-TZVPD

CARTESIAN COORDINATES (ANGSTROEM)
Sr  -0.15  -0.51  -0.03
C  -1.05  -0.68  -4.51
C  -0.90  -0.49  -3.01
O  -1.03  -1.52  -2.27
O  -0.67  0.65  -2.57
H  -0.93  0.26  -5.04
H  -1.99  -1.17  -4.78
H  -0.25  -1.35  -4.85
C  0.04  3.21  2.32
C  -0.32  3.17  0.82
O  -0.62  2.04  0.34
O  -0.19  4.25  0.22
H  1.13  3.15  2.41
H  -0.38  2.37  2.87
H  -0.33  4.14  2.75
C  4.08  0.75  0.00
C  2.83  -0.06  -0.18
O  2.17  0.06  -1.24
O  2.36  -0.73  0.81
H  4.63  0.89  -0.93
H  4.77  0.38  0.77
H  3.75  1.73  0.34
C  -2.98  -2.21  1.35
O  -2.61  -1.12  0.52
H  -3.25  -1.88  2.36
H  -3.84  -2.75  0.94
H  -2.14  -2.90  1.39
H  -3.41  -0.76  0.12
O  0.67  -2.96  0.38
H  0.58  -3.88  0.12
H  1.60  -2.71  0.28
O  -0.52  -0.10  2.54
H  0.18  0.20  3.13
H  -1.24  0.53  2.63

Values from the calculation:
**HOMO level**: -4.92 eV
**Spin multiplicity**: 1
**Kohn-Sham gap**: 7.27 eV
**Charge**: -1

---

[12]
Molecular formula: C7H25CaN11O9
Method: DFT, ωB97M-V/def2-TZVPD

CARTESIAN COORDINATES (ANGSTROEM)
Ca  -18.77  -18.08  -19.10
C  -15.67  -20.70  -20.32
C  -16.49  -20.88  -19.06
O  -16.99  -19.65  -18.67
H  -16.30  -20.57  -21.20
H  -15.12  -21.60  -20.58
H  -15.00  -19.84  -20.28
H  -15.78  -21.31  -18.36
H  -17.28  -21.63  -19.08
N  -19.06  -18.29  -15.49
O  -18.87  -17.90  -16.58
O  -18.15  -18.36  -14.73
O  -20.19  -18.40  -15.10
C  -15.51  -16.31  -18.46
O  -16.65  -16.54  -18.26
N  -15.10  -15.20  -19.01
N  -14.63  -17.23  -18.70
H  -15.71  -14.45  -19.28
H  -14.12  -15.07  -19.18
H  -14.02  -16.99  -19.48
H  -15.22  -18.05  -18.69
C  -21.27  -20.51  -18.85
O  -20.36  -19.73  -18.74
N  -22.41  -20.10  -19.46
N  -21.31  -21.73  -18.31
H  -22.41  -19.21  -19.94
H  -23.17  -20.76  -19.52
H  -20.59  -22.13  -17.73
H  -22.16  -22.25  -18.49
C  -19.03  -19.71  -22.13
O  -19.04  -18.81  -21.26
N  -18.33  -19.58  -23.19
N  -19.45  -20.95  -21.98
H  -17.77  -18.75  -23.35
H  -18.22  -20.34  -23.85
H  -18.79  -21.72  -22.05
H  -19.94  -20.97  -21.10
C  -18.80  -15.61  -21.66
O  -18.37  -16.25  -20.78
N  -19.93  -15.01  -21.63
N  -18.22  -15.37  -22.78
H  -20.33  -14.61  -22.46
H  -20.39  -14.99  -20.73
H  -17.44  -15.98  -22.99
H  -18.73  -14.80  -23.44
C  -21.71  -16.41  -18.57
O  -20.67  -16.83  -18.99
N  -21.99  -16.41  -17.27
N  -22.63  -15.99  -19.33
H  -22.75  -15.88  -16.89
H  -21.37  -16.84  -16.60
H  -22.52  -16.03  -20.33
H  -23.49  -16.04  -18.80

Values from the calculation:
**HOMO level (spin up / spin down)**: -9.41 / -9.39 eV
**Spin multiplicity**: 2
**Kohn-Sham gap (spin up / spin down)**: 6.89 / 4.06 eV
**Charge**: +1
**<S²>**: 0.75